(1)
{"formula": "C2H8N3O", "method": "the ωB97M-V functional and the def2-TZVPD basis", "elements": ["N", "C", "N", "O", "H", "H", "H", "H", "C", "N", "H", "H", "H", "H"], "coordinates": [[-1.516, 1.985, 0.333], [-1.109, 1.064, -0.567], [-1.131, -0.299, -0.098], [-0.683, 1.292, -1.668], [-1.694, 2.928, 0.029], [-1.899, 1.640, 1.194], [-1.737, -0.413, 0.708], [-1.432, -0.895, -0.868], [2.209, -1.727, 0.328], [1.551, -0.715, -0.073], [1.651, -2.543, 0.771], [3.292, -1.722, 0.294], [2.041, 0.155, -0.260], [0.457, -0.751, -0.121]], "atomic_forces_ev_per_a": [[0.0, -0.7, 0.2], [0.1, 0.0, -0.3], [-0.3, 0.1, 0.0], [0.1, 0.0, -0.2], [0.1, 0.0, 0.1], [-0.2, 0.5, 0.1], [0.0, -0.4, -0.1], [-0.2, 0.1, 0.1], [-0.2, 0.5, 0.2], [-0.2, -0.7, 0.3], [0.1, -0.3, -0.4], [0.0, 0.0, 0.2], [-0.1, 0.0, -0.6], [0.7, 0.8, 0.5]], "lowdin_charge": [0.19, -0.64, 0.09, 0.08, 0.13, 0.10, 0.11, 0.13, 0.14, 0.17, 0.12, 0.12, 0.15, 0.09], "e_lumo_ev": -4.94, "largest_force_ev_per_a": 1.14, "homo_ev": -14.36, "total_charge": 1, "relative_energy_ev": 1.314}

(2)
{"formula": "C2H8N3O", "method": "the ωB97M-V functional and the def2-TZVPD basis", "elements": ["C", "N", "N", "C", "N", "O", "H", "H", "H", "H", "H", "H", "H", "H"], "coordinates": [[1.608, -1.163, 0.533], [0.488, -1.199, -0.336], [-0.711, -0.286, 0.270], [-0.856, 0.881, -0.391], [-1.744, 1.792, 0.034], [-0.225, 1.122, -1.457], [2.386, -1.766, 0.177], [2.114, -0.128, 0.425], [1.473, -1.285, 1.676], [0.123, -2.223, -0.386], [-0.715, -0.349, 1.357], [-2.545, 1.354, 0.413], [-1.810, 2.763, -0.415], [0.417, 0.488, -1.900]], "atomic_forces_ev_per_a": [[1.2, 3.8, 2.6], [-3.8, -0.7, 0.3], [2.9, -2.3, 1.0], [-0.3, -0.8, 1.1], [1.1, 1.2, -1.2], [1.3, 0.7, -2.5], [0.7, -1.5, -0.5], [-0.9, -1.3, 0.3], [-0.2, -0.3, -1.8], [0.1, 2.5, 0.2], [-0.3, 0.5, -2.6], [-1.0, 0.2, 0.8], [0.1, -2.3, 0.8], [-1.0, 0.3, 1.6]], "lowdin_charge": [-0.16, -0.06, 0.12, -0.49, 0.22, 0.20, 0.07, 0.11, 0.12, 0.17, 0.20, 0.12, 0.19, 0.20], "smiles": "CN/[NH+]=C(/N)O", "e_lumo_ev": -3.25, "largest_force_ev_per_a": 4.74, "homo_ev": -14.89, "total_charge": 1, "relative_energy_ev": 3.125}

(3)
{"formula": "C2H8N3O2", "method": "the ωB97M-V functional and the def2-TZVPD basis", "elements": ["N", "C", "O", "H", "H", "H", "H", "N", "C", "N", "O", "H", "H", "H", "H"], "coordinates": [[-2.585, -1.065, -0.045], [-1.306, -1.362, 0.667], [-0.399, -0.358, 0.499], [-3.409, -1.423, 0.448], [-2.729, -0.097, -0.174], [-1.552, -1.552, 1.733], [-0.926, -2.326, 0.235], [2.174, 0.452, 0.433], [2.042, 1.352, -0.631], [0.709, 1.602, -0.908], [3.001, 1.798, -1.274], [1.343, -0.069, 0.724], [3.088, 0.048, 0.563], [0.499, 2.061, -1.780], [0.050, 0.938, -0.489]], "atomic_forces_ev_per_a": [[-0.6, -1.6, -0.1], [0.6, 0.6, -0.5], [-0.8, -0.7, 0.4], [0.4, 0.1, -0.1], [0.3, 1.3, 0.1], [0.1, 0.0, 0.1], [-0.3, 0.2, 0.2], [0.6, 1.1, -0.6], [-0.5, -1.3, 0.0], [1.2, 0.6, 0.0], [-0.5, 0.1, 0.5], [-0.3, -0.1, -0.1], [-0.1, 0.2, -0.2], [0.2, -0.1, 0.2], [-0.4, -0.3, 0.0]], "lowdin_charge": [-0.04, -0.52, -0.35, 0.03, 0.01, 0.07, 0.08, 0.11, -0.66, 0.12, -0.06, 0.04, 0.07, 0.08, 0.02], "e_lumo_ev": 4.32, "largest_force_ev_per_a": 1.74, "homo_ev": -3.65, "total_charge": -1, "relative_energy_ev": 0.808}

(4)
{"formula": "C2H8N3O2", "method": "the ωB97M-V functional and the def2-TZVPD basis", "elements": ["C", "C", "N", "N", "O", "N", "O", "H", "H", "H", "H", "H", "H", "H", "H"], "coordinates": [[-1.369, 0.595, -0.331], [0.007, 0.312, -1.056], [1.171, -0.264, -0.303], [1.174, -0.256, 1.002], [1.524, -1.607, 1.713], [1.103, 0.739, 1.751], [1.388, 0.729, 2.958], [-2.175, 0.263, -0.983], [-1.302, 0.044, 0.604], [-1.437, 1.721, -0.035], [-0.196, -0.332, -1.955], [0.491, 1.202, -1.488], [1.381, -1.264, -0.661], [1.967, -1.339, 2.558], [0.824, 1.665, 1.221]], "atomic_forces_ev_per_a": [[2.2, 1.6, 0.6], [-0.6, 0.9, -1.6], [-0.4, -3.0, -2.7], [1.2, -4.8, 3.2], [-0.8, 3.4, -1.9], [0.3, 3.0, 0.8], [-0.8, -0.1, -1.2], [0.0, 0.2, 0.4], [-0.8, -0.3, 0.1], [-0.2, -2.0, -0.8], [0.5, 0.3, 1.1], [-0.8, 0.0, 0.1], [-0.1, 2.1, 1.2], [-0.3, 0.3, -0.4], [0.6, -1.6, 1.1]], "lowdin_charge": [-0.05, -0.19, 0.04, -0.09, 0.14, -0.04, 0.08, 0.08, 0.06, 0.11, 0.14, 0.11, 0.22, 0.13, 0.27], "smiles": "CCNN(O)[NH+]=O", "e_lumo_ev": [-5.66, -5.66], "largest_force_ev_per_a": 5.93, "homo_ev": [-14.70, -14.70], "total_charge": 1, "relative_energy_ev": 8.802}

(5)
{"formula": "C2H8N4", "method": "the ωB97M-V functional and the def2-TZVPD basis", "elements": ["N", "N", "C", "N", "C", "N", "H", "H", "H", "H", "H", "H", "H", "H"], "coordinates": [[-2.467, 0.471, 0.175], [-1.248, 0.041, 0.870], [-0.134, -0.183, 0.227], [0.208, -0.195, -1.329], [1.027, -0.797, -0.365], [2.393, 0.002, -0.229], [-3.090, 1.122, 0.660], [-3.105, -0.277, -0.141], [-2.100, 0.901, -0.677], [-1.164, 0.042, 1.856], [1.363, -1.808, -0.153], [2.576, 0.653, 0.575], [2.528, 0.582, -1.112], [3.211, -0.553, -0.358]], "atomic_forces_ev_per_a": [[1.0, -0.3, -0.4], [0.1, 0.0, -0.5], [0.1, 0.1, -8.0], [-2.4, -0.6, 6.6], [1.7, 0.9, 0.9], [0.7, 2.4, -1.0], [0.5, 0.5, 0.7], [0.5, -0.7, 0.3], [-0.2, 0.4, -0.4], [-1.2, 0.1, 1.4], [-0.5, -0.5, -0.6], [-0.4, -0.8, -0.6], [-0.9, -0.2, 1.1], [0.9, -1.4, 0.6]], "lowdin_charge": [0.31, 0.11, -0.05, 0.22, -0.28, 0.22, 0.21, 0.21, 0.19, 0.18, 0.16, 0.19, 0.20, 0.14], "smiles": "[NH3+]NC1=N[C@H]1[NH3+]", "e_lumo_ev": -9.00, "largest_force_ev_per_a": 8.01, "homo_ev": -18.66, "total_charge": 2, "relative_energy_ev": 5.408}

(6)
{"formula": "C2H8N4O", "method": "the ωB97M-V functional and the def2-TZVPD basis", "elements": ["N", "C", "N", "N", "H", "H", "H", "H", "H", "N", "C", "O", "H", "H", "H"], "coordinates": [[1.471, 1.025, 2.002], [0.561, 1.332, 1.150], [0.807, 2.091, 0.001], [-0.747, 0.993, 1.344], [2.246, 1.679, 1.931], [1.692, 1.880, -0.427], [0.037, 2.172, -0.644], [-1.296, 0.731, 0.537], [-0.896, 0.452, 2.179], [-0.328, -2.160, -1.957], [-0.996, -2.021, -0.790], [-1.771, -1.120, -0.554], [0.423, -2.815, -2.066], [-0.475, -1.462, -2.667], [-0.728, -2.779, -0.039]], "atomic_forces_ev_per_a": [[-0.5, 0.4, 0.3], [0.6, 0.2, 0.0], [-0.2, -0.1, 0.2], [-0.1, 0.0, -0.2], [0.2, -0.4, -0.3], [0.0, 0.1, -0.1], [0.1, 0.0, -0.1], [0.0, -0.2, 0.2], [-0.1, -0.1, 0.0], [-0.1, 0.1, -0.1], [0.4, 0.2, 0.2], [-0.2, -0.1, -0.1], [-0.1, -0.1, 0.0], [0.0, 0.0, 0.0], [-0.1, -0.1, 0.0]], "lowdin_charge": [0.06, -0.65, 0.10, 0.12, 0.02, 0.08, 0.08, 0.06, 0.09, 0.12, -0.41, -0.01, 0.09, 0.10, 0.13], "smiles": "N=C(N)N.NC=O", "e_lumo_ev": 0.65, "largest_force_ev_per_a": 0.68, "homo_ev": -8.61, "total_charge": 0, "relative_energy_ev": 0.347}

(7)
{"formula": "C2H8N4O", "method": "the ωB97M-V functional and the def2-TZVPD basis", "elements": ["N", "C", "N", "N", "H", "H", "H", "H", "H", "N", "C", "O", "H", "H", "H"], "coordinates": [[-0.869, 0.230, 1.757], [0.301, -0.221, 1.511], [1.455, 0.548, 1.494], [0.470, -1.558, 1.229], [-0.789, 1.176, 2.114], [1.294, 1.484, 1.157], [2.258, 0.125, 1.059], [1.315, -2.028, 1.505], [-0.358, -2.085, 1.452], [-1.162, -0.546, -2.168], [-0.687, 0.649, -1.719], [0.389, 1.107, -2.023], [-1.803, -1.064, -1.592], [-0.519, -1.074, -2.739], [-1.392, 1.184, -1.069]], "atomic_forces_ev_per_a": [[0.0, -0.2, 0.3], [0.1, 0.3, 0.1], [0.0, -0.1, 0.1], [-0.2, -0.4, -0.3], [-0.2, 0.2, -0.4], [0.1, 0.0, 0.0], [0.0, 0.0, -0.1], [0.2, 0.2, 0.0], [0.0, 0.0, 0.1], [0.1, 0.0, -0.1], [-0.1, -0.1, 0.2], [0.1, 0.2, -0.1], [-0.1, 0.1, -0.1], [0.0, -0.1, 0.1], [0.0, -0.1, 0.1]], "lowdin_charge": [0.08, -0.65, 0.12, 0.11, 0.03, 0.09, 0.08, 0.09, 0.09, 0.11, -0.44, 0.00, 0.09, 0.10, 0.12], "smiles": "N=C(N)N.NC=O", "e_lumo_ev": 0.84, "largest_force_ev_per_a": 0.56, "homo_ev": -9.07, "total_charge": 0, "relative_energy_ev": 0.306}

(8)
{"formula": "C2H8N4O", "method": "the ωB97M-V functional and the def2-TZVPD basis", "elements": ["C", "O", "N", "N", "H", "H", "H", "H", "C", "N", "N", "H", "H", "H", "H"], "coordinates": [[-2.195, -1.162, -0.009], [-1.669, 0.065, 0.491], [-0.905, 0.710, -0.461], [-0.334, 1.719, 0.005], [-0.631, 1.988, 0.953], [-2.652, -1.016, -0.988], [-2.951, -1.479, 0.709], [-1.395, -1.908, -0.070], [2.268, 0.744, 0.257], [1.744, -0.533, 0.206], [1.240, -0.850, -0.917], [0.735, -1.735, -0.788], [1.117, 1.473, 0.251], [2.632, 1.141, -0.694], [2.995, 0.844, 1.056]], "atomic_forces_ev_per_a": [[0.1, 0.0, -0.1], [-0.1, 0.4, 0.2], [0.5, 0.7, 0.8], [-1.4, -0.3, -1.1], [-0.1, -0.6, 0.2], [0.0, 0.0, 0.0], [0.1, 0.0, 0.0], [-0.2, 0.1, 0.0], [-1.5, 2.3, -0.6], [-1.5, -1.8, -1.4], [0.7, 0.7, 1.3], [0.4, -0.1, 0.1], [3.1, -1.5, 0.5], [0.2, -0.2, -0.1], [-0.4, 0.3, 0.2]], "lowdin_charge": [-0.08, -0.17, -0.05, 0.02, 0.10, 0.09, 0.09, 0.07, -0.18, -0.16, 0.03, 0.03, 0.10, 0.07, 0.06], "e_lumo_ev": 0.30, "largest_force_ev_per_a": 3.51, "homo_ev": -8.91, "total_charge": 0, "relative_energy_ev": 6.566}